Below is C12H11Br2F5N3O2ReTe as an isolated structure, with properties calculated with ωB97M-V/def2-TZVPD.

The geometry in XYZ format:
```
37
Properties=species:S:1:pos:R:3:nbo_charge:R:1
Re -0.30420 -0.53801 -0.39988 1.99
Br 5.96194 1.37252 -1.69226 0.33
C 4.25689 0.80556 -1.29721 -0.01
C 3.92658 -0.55104 -1.32826 -0.24
C 2.64492 -0.93200 -1.02416 0.10
N 1.68322 -0.03328 -0.70004 -0.55
C 2.00389 1.29165 -0.65540 0.18
C 3.26662 1.73608 -0.94693 -0.21
C 0.88393 2.14422 -0.23263 0.21
C 0.95746 3.49215 -0.00343 -0.22
C -0.17316 4.18004 0.46152 0.01
Br -0.09551 5.98569 0.77433 0.35
C -1.35517 3.46262 0.69794 -0.25
C -1.37825 2.12224 0.44449 0.09
N -0.28693 1.45708 -0.03607 -0.55
H 4.66473 -1.30039 -1.57912 0.29
H 2.35783 -1.97487 -1.02497 0.25
H 3.51304 2.78730 -0.90655 0.27
H 1.88073 4.02979 -0.16467 0.28
H -2.24024 3.95602 1.07535 0.29
H -2.27223 1.53598 0.60832 0.24
C -3.50637 -2.62590 -0.07753 -0.72
C -3.30519 -1.43285 -0.93155 0.74
N -4.20317 -1.01831 -1.76563 -0.65
O -2.19506 -0.74453 -0.83548 -0.75
H -4.41187 -3.16564 -0.34385 0.28
H -3.58251 -2.29909 0.96355 0.29
H -2.64751 -3.29345 -0.16234 0.27
H -5.07811 -1.51979 -1.87248 0.46
H -4.06329 -0.19668 -2.34301 0.45
F 2.13615 -3.28540 1.82431 -0.55
Te 0.46341 -2.73117 2.26891 3.49
F -0.27393 -4.26801 1.63298 -0.55
F 1.11805 -1.06135 2.66959 -0.58
F 0.57184 -3.30866 3.97254 -0.52
F -1.22884 -2.03997 2.51152 -0.59
O 0.31030 -2.03857 0.41814 -0.93
```

charge: +3
HOMO energy (spin up / spin down): -18.53 / -18.58 eV
relative energy (zero: lowest compared OMol25 entry of this formula, charge and spin): 0.0000 eV
2S+1: 4
Kohn-Sham gap (spin up / spin down): 6.4 / 6.0 eV
strongest force on any atom: 0.09 eV/Å
LUMO level (spin up / spin down): -12.10 / -12.61 eV